# 1
{
  "formula": "C4H6N2O",
  "method": "ωB97M-V with the def2-TZVPD basis set",
  "e_tot_ha": -340.644877,
  "homo_ev": [-7.15, -7.15],
  "total_charge": 0,
  "lumo_ha": [0.0206, 0.0206],
  "max_force_ev_per_a": 0.36,
  "species": ["C", "O", "C", "C", "N", "C", "N", "H", "H", "H", "H", "H", "H"],
  "positions_angstrom": [[2.22873, -0.02367, -0.11105], [1.29761, 0.64099, -0.94120], [0.07807, 0.33498, -0.68961], [-0.18850, -0.53604, 0.45079], [-1.56061, -0.19974, 0.68350], [-1.93720, 0.70722, -0.24800], [-1.00143, 1.06035, -1.09383], [3.20304, 0.42105, -0.30854], [2.22224, -1.10101, -0.30758], [0.77349, -0.17415, 1.08522], [-0.00577, -1.61351, 0.38601], [-2.17126, -0.64008, 1.35082], [-2.93840, 1.12361, -0.25653]]
}

***

# 2
{
  "formula": "C4H14N2O",
  "method": "ωB97M-V with the def2-TZVPD basis set",
  "e_tot_ha": -344.282082,
  "s2": 0.7530,
  "homo_ev": [-23.18, -23.18],
  "total_charge": 3,
  "lumo_ha": [-0.5121, -0.6604],
  "max_force_ev_per_a": 1.83,
  "multiplicity": 2,
  "species": ["C", "C", "C", "C", "N", "N", "H", "H", "H", "H", "H", "H", "H", "H", "H", "H", "H", "H", "H", "H", "O"],
  "positions_angstrom": [[1.79794, -0.46116, -0.23989], [0.49267, -1.19239, -0.62724], [-0.76613, -0.64854, -0.06665], [-1.60906, -1.40916, 0.73443], [-2.94551, -0.95703, 1.16482], [2.03251, 0.85412, -0.94894], [1.88564, -0.25864, 0.82253], [2.64987, -1.09442, -0.48959], [0.41155, -1.20304, -1.73312], [0.60127, -2.23750, -0.32656], [-1.03960, 0.37863, -0.32669], [-1.38219, -2.41037, 1.10370], [-3.22081, -0.06971, 0.71081], [-3.66498, -1.65929, 0.92192], [-2.95947, -0.80260, 2.19427], [1.90516, 0.76152, -1.96009], [1.40142, 1.62301, -0.58244], [2.99989, 1.18087, -0.78928], [0.19090, 3.53900, -0.50436], [0.75177, 3.25265, 0.88110], [0.46717, 2.81405, 0.06123]]
}

***

# 3
{
  "formula": "C5H15NO2",
  "method": "ωB97M-V with the def2-TZVPD basis set",
  "e_tot_ha": -404.682256,
  "homo_ev": -9.09,
  "total_charge": 0,
  "lumo_ha": 0.0250,
  "max_force_ev_per_a": 2.26,
  "smiles": "CC[C@@H](CO)NC.O",
  "species": ["C", "C", "C", "C", "O", "N", "C", "H", "H", "H", "H", "H", "H", "H", "H", "H", "H", "H", "H", "H", "O", "H", "H"],
  "positions_angstrom": [[-2.46983, -0.33612, 0.51784], [-0.99540, -0.77067, 0.64112], [-0.04170, 0.49377, 0.62559], [1.07923, 0.43308, 1.64867], [0.39054, 0.39274, 2.90787], [0.60692, 0.80332, -0.66869], [-0.36762, 0.82753, -1.76425], [-2.55339, 0.76783, 0.59715], [-2.98805, -0.60635, -0.41754], [-3.08559, -0.72605, 1.33177], [-0.98292, -1.17965, 1.64434], [-0.74705, -1.60099, -0.02459], [-0.72171, 1.34444, 0.70160], [1.67180, 1.36131, 1.61939], [1.76684, -0.40832, 1.60510], [1.00795, 0.10562, 3.57932], [1.33571, 0.11838, -0.85275], [-0.06483, 1.47943, -2.60186], [-1.32633, 1.35313, -1.62042], [-0.74702, -0.20324, -1.93497], [1.64409, -1.43668, -3.31066], [2.27085, -1.66730, -2.59649], [0.98692, -0.89638, -2.86829]]
}

***

# 4
{
  "formula": "C20H33BrO18",
  "method": "ωB97M-V with the def2-TZVPD basis set",
  "e_tot_ha": -4710.182554,
  "homo_ev": -10.77,
  "total_charge": 0,
  "lumo_ha": 0.0061,
  "max_force_ev_per_a": 0.92,
  "smiles": "C#C[C@]1(Br)COC(=O)O1.COC(=O)OC.COC(=O)OC.COC(=O)OC.COC(=O)OC.COC(=O)OC",
  "species": ["C", "C", "C", "Br", "C", "O", "C", "O", "O", "H", "H", "H", "C", "O", "C", "O", "O", "C", "H", "H", "H", "H", "H", "H", "C", "O", "C", "O", "O", "C", "H", "H", "H", "H", "H", "H", "C", "O", "C", "O", "O", "C", "H", "H", "H", "H", "H", "H", "C", "O", "C", "O", "O", "C", "H", "H", "H", "H", "H", "H", "C", "O", "C", "O", "O", "C", "H", "H", "H", "H", "H", "H"],
  "positions_angstrom": [[0.56751, -2.01888, 2.47204], [1.42400, -2.64536, 1.91706], [2.15574, -3.47977, 1.01526], [3.63123, -4.41788, 1.93843], [2.58949, -2.82700, -0.28313], [2.93526, -3.98908, -1.03087], [2.10783, -4.98418, -0.62003], [2.02887, -6.06740, -1.08998], [1.37018, -4.53022, 0.46340], [-0.22687, -1.47803, 2.92109], [3.39517, -2.12750, -0.09319], [1.74711, -2.36355, -0.78587], [5.05093, 2.67270, 1.86777], [6.15778, 1.87467, 1.43469], [5.86993, 0.58938, 1.26210], [4.79499, 0.07410, 1.43777], [6.97031, -0.03558, 0.84323], [6.78063, -1.43334, 0.62853], [5.41678, 3.68960, 1.97074], [4.25353, 2.65342, 1.12771], [4.67859, 2.32994, 2.83050], [6.01730, -1.59950, -0.12990], [6.50458, -1.93278, 1.55545], [7.72453, -1.83714, 0.27458], [-4.67550, -0.29347, -0.71290], [-3.41249, -0.80938, -0.27706], [-3.36183, -2.13751, -0.19113], [-4.26390, -2.89336, -0.44129], [-2.13954, -2.47180, 0.22142], [-1.91385, -3.87543, 0.39998], [-4.58357, 0.78907, -0.74477], [-4.91416, -0.65464, -1.71155], [-5.46462, -0.56461, -0.01452], [-2.03989, -4.41392, -0.53612], [-2.58209, -4.27686, 1.15990], [-0.89021, -3.98595, 0.73423], [-2.58470, 6.18359, -0.28221], [-1.61685, 5.29514, -0.84389], [-2.10067, 4.09883, -1.17541], [-3.23980, 3.73646, -1.03654], [-1.10682, 3.37383, -1.68307], [-1.49685, 2.05836, -2.08310], [-2.06242, 7.10974, -0.06092], [-3.38334, 6.38197, -0.99417], [-2.99564, 5.77275, 0.63810], [-2.25215, 2.10175, -2.86562], [-1.86690, 1.49184, -1.22993], [-0.61200, 1.56651, -2.47617], [-3.49145, -3.48208, -3.14960], [-3.60378, -4.15564, -4.40771], [-3.73391, -3.34038, -5.44999], [-3.75944, -2.13751, -5.40781], [-3.83134, -4.08361, -6.55185], [-3.97748, -3.33026, -7.75627], [-3.39545, -4.24621, -2.38994], [-2.60569, -2.84472, -3.13976], [-4.38256, -2.89740, -2.94802], [-3.11280, -2.68897, -7.91614], [-4.88746, -2.73389, -7.72896], [-4.04459, -4.05134, -8.56563], [-0.12269, 4.14009, 3.20057], [0.08869, 4.26221, 4.60874], [1.36643, 4.19249, 4.97723], [2.30453, 4.04121, 4.23958], [1.42514, 4.31814, 6.30103], [2.74798, 4.26019, 6.83848], [-1.19456, 4.21326, 3.04156], [0.37649, 4.94550, 2.66537], [0.22981, 3.17512, 2.84107], [3.35867, 5.07017, 6.44439], [3.21003, 3.29956, 6.61922], [2.64977, 4.37453, 7.91385]]
}

***

# 5
{
  "formula": "C10H28N8O15",
  "method": "ωB97M-V with the def2-TZVPD basis set",
  "e_tot_ha": -1963.782731,
  "homo_ev": -9.70,
  "total_charge": 0,
  "lumo_ha": 0.0034,
  "max_force_ev_per_a": 3.66,
  "smiles": "C[N+](=O)[O-].C[N+](=O)[O-].C[N+](=O)[O-].C[N+](=O)[O-].C[N+](=O)[O-].C[N+](=O)[O-].C[N+](=O)[O-].CN(C)C=O",
  "species": ["C", "N", "O", "O", "H", "H", "H", "C", "N", "O", "O", "H", "H", "H", "C", "N", "O", "O", "H", "H", "H", "C", "N", "O", "O", "H", "H", "H", "C", "N", "O", "O", "H", "H", "H", "C", "N", "O", "O", "H", "H", "H", "C", "N", "O", "O", "H", "H", "H", "C", "N", "C", "C", "O", "H", "H", "H", "H", "H", "H", "H"],
  "positions_angstrom": [[-0.53164, -3.25905, -3.48191], [0.42967, -2.19611, -3.17422], [-0.02895, -1.07232, -2.98687], [1.61762, -2.47504, -3.08449], [-0.21471, -3.63485, -4.43366], [-1.53771, -2.86346, -3.54051], [-0.38519, -4.02101, -2.71330], [-0.62782, 4.85884, -1.47655], [-0.21648, 4.58906, -0.04604], [0.66568, 5.35748, 0.33538], [-0.55039, 3.64684, 0.63238], [0.09985, 4.24579, -1.98332], [-0.58776, 5.91743, -1.54120], [-1.60697, 4.36706, -1.61707], [-2.79110, -3.34868, 2.83448], [-3.88502, -2.57311, 3.40811], [-3.94005, -2.38586, 4.58370], [-4.70583, -2.11889, 2.58824], [-1.91912, -2.96064, 3.36493], [-2.76440, -3.19369, 1.76359], [-2.94198, -4.40439, 3.12208], [3.18037, -3.28907, 0.69040], [1.98152, -2.44106, 0.13955], [2.19125, -1.27555, -0.12503], [0.86353, -2.96849, 0.15913], [2.91017, -4.35511, 0.66834], [3.28527, -2.91444, 1.71525], [4.08931, -3.10678, 0.14179], [0.88416, 2.02400, 3.02941], [0.83560, 0.61140, 3.52692], [0.94588, 0.43829, 4.73473], [0.84943, -0.37380, 2.77948], [-0.06224, 2.45969, 3.15867], [1.14520, 2.06087, 1.97716], [1.64113, 2.53777, 3.59951], [-4.66471, -1.38954, -0.27456], [-4.53823, -2.42438, -1.39449], [-5.56220, -2.88467, -1.88741], [-3.39341, -2.63380, -1.76390], [-5.44386, -1.83072, 0.42116], [-5.12644, -0.52502, -0.73628], [-3.69629, -1.21281, 0.17972], [-0.99987, 0.54082, -0.33741], [-2.16014, 1.18594, 0.35437], [-2.22879, 0.92682, 1.56688], [-2.86399, 1.94156, -0.21843], [-1.43949, -0.01605, -1.14401], [-0.43134, -0.01533, 0.42082], [-0.44543, 1.35042, -0.79299], [4.74880, 1.27956, -1.60267], [3.64762, 2.12722, -1.19208], [3.69296, 3.05426, -0.01657], [2.46124, 1.89535, -1.75592], [1.43005, 2.42921, -1.30563], [5.02012, 0.62677, -0.80418], [5.60004, 1.87429, -1.96827], [4.48261, 0.75304, -2.51938], [4.50528, 3.77512, -0.22422], [2.67185, 3.47571, -0.03093], [3.96439, 2.59023, 0.90436], [2.45094, 1.22287, -2.62702]]
}

***

# 6
{
  "formula": "C19H9Cl5F3FeO5",
  "method": "ωB97M-V with the def2-TZVPD basis set",
  "e_tot_ha": -4969.853137,
  "s2": 8.7639,
  "homo_ev": [-9.00, -8.97],
  "total_charge": 0,
  "lumo_ha": [0.0016, -0.0712],
  "max_force_ev_per_a": 0.54,
  "multiplicity": 6,
  "species": ["Fe", "O", "C", "O", "C", "O", "C", "C", "O", "O", "H", "H", "H", "H", "H", "Cl", "C", "C", "C", "Cl", "C", "Cl", "C", "Cl", "C", "Cl", "F", "C", "F", "F", "C", "C", "C", "C", "C", "C", "C", "C", "H", "H", "H", "H"],
  "positions_angstrom": [[0.38886, 0.48889, -0.08872], [-3.85231, 0.22054, 0.67150], [-2.58013, 0.12127, 0.31594], [-1.90549, 1.06280, -0.03249], [-2.07715, -1.30463, 0.31541], [-0.68223, -1.36833, 0.55540], [-0.32422, -1.52785, 1.94722], [-0.16911, -0.16697, 2.62633], [-0.28290, -0.07705, 3.82387], [0.12221, 0.78370, 1.78614], [-4.12429, 1.14946, 0.59546], [-2.24549, -1.69322, -0.69163], [-2.63585, -1.91290, 1.02489], [0.64641, -2.02341, 1.95200], [-1.05444, -2.14926, 2.46022], [-0.42815, -2.43588, -2.50477], [-0.26009, -0.79475, -3.05608], [-0.04231, 0.21183, -2.13081], [0.12901, 1.47702, -2.64624], [0.44281, 2.72436, -1.43744], [0.09014, 1.80654, -3.99024], [0.32414, 3.42189, -4.52147], [-0.14700, 0.77162, -4.89146], [-0.21706, 1.10741, -6.57470], [-0.32107, -0.53410, -4.42627], [-0.60181, -1.80574, -5.54716], [9.75721, 1.00680, 0.05692], [9.23358, -0.13956, -0.41976], [9.66520, -0.25640, -1.69141], [9.78051, -1.14642, 0.27821], [7.73370, -0.13441, -0.34544], [7.04518, -1.11652, 0.34861], [5.66109, -1.08349, 0.39247], [4.95852, -0.07030, -0.25903], [5.66510, 0.91340, -0.95601], [7.04531, 0.88104, -0.99701], [3.52615, -0.03123, -0.21678], [2.31065, -0.00420, -0.18020], [7.58708, -1.90306, 0.85426], [5.11293, -1.84270, 0.93320], [5.12065, 1.69916, -1.46156], [7.59130, 1.64444, -1.53608]]
}